No. 1
A single C3H7NO4S molecule, computed with ωB97M-V/def2-TZVPD.

The calculation puts the HOMO energy at -0.3425 hartree. The orbital gap is 9.607 eV. The net charge is 0. The value obtained for the total energy is -872.38928 a.u. As for the spin multiplicity: 1. Its energy above the lowest of the compared OMol25 structures with the same formula, charge and spin is 90.9 kJ/mol.

Cartesian coordinates (Å):
C (0.365, -0.745, 1.178)
C (-0.209, 0.682, 1.066)
C (1.367, -0.955, 0.099)
H (-1.546, -1.700, 1.484)
H (-0.691, -2.051, 0.028)
H (0.892, -0.819, 2.190)
H (-0.912, 0.942, 1.884)
H (0.601, 1.391, 0.924)
H (0.110, 0.304, -2.077)
H (2.643, 0.330, 0.977)
N (-0.632, -1.805, 1.058)
O (0.070, 1.037, -1.459)
O (-2.089, 1.923, -0.412)
O (2.524, -0.206, 0.172)
O (1.177, -1.707, -0.828)
S (-1.204, 0.748, -0.417)

Cartesian forces (eV/Å) of the 2 atoms listed first:
-1.078 -0.276 2.102
-0.171 0.369 0.168

***

No. 2
A molecular structure, C3H7NO5, computed with ωB97M-V/def2-TZVPD.

The calculation puts the HOMO energy at -0.3914 hartree. The orbital gap is 11.142 eV. The net charge is 0. The value obtained for the total energy is -549.28893 a.u. As for the spin multiplicity: 1. Its energy above the lowest of the compared OMol25 structures with the same formula, charge and spin is 567.9 kJ/mol.

Cartesian coordinates (Å):
C (-0.780, -0.923, -0.146)
C (0.611, 1.224, 0.305)
C (0.438, -0.092, -0.494)
N (0.817, 1.176, -2.859)
O (1.925, 1.280, -2.351)
O (0.455, 1.527, -3.917)
O (0.599, 0.865, 1.594)
O (1.458, -0.849, -0.769)
O (-0.115, 0.458, -2.169)
H (-1.248, -1.513, -0.981)
H (-0.388, -1.687, 0.617)
H (-1.547, -0.157, 0.270)
H (-0.201, 1.856, 0.051)
H (1.552, 1.622, 0.038)
H (-0.132, 0.305, 1.710)
H (2.235, -0.289, -0.986)

Cartesian forces (eV/Å) of the 2 atoms listed first:
-0.603 0.278 1.073
-0.123 -1.691 -2.674

***

No. 3
A gas-phase ion, C3H7NOS (charge -2), computed with ωB97M-V/def2-TZVPD.

The SMILES is [O-]CNCC[S-]. The calculation puts the HOMO energy at 0.0365 hartree. The orbital gap is 5.345 eV. The net charge is -2. The value obtained for the total energy is -646.53670 a.u. As for the spin multiplicity: 1. Its energy above the lowest of the compared OMol25 structures with the same formula, charge and spin is 170.9 kJ/mol.

Cartesian coordinates (Å):
O (2.006, 1.412, -0.411)
C (1.448, 0.575, -1.259)
N (0.280, -0.232, -0.734)
C (-0.184, 0.197, 0.725)
C (-1.337, -0.901, 1.182)
S (-2.979, -0.360, 0.675)
H (1.177, 1.091, -2.316)
H (2.247, -0.153, -1.423)
H (-0.586, -0.183, -1.360)
H (-0.735, 1.252, 0.719)
H (0.714, -0.001, 1.339)
H (-1.127, -0.790, 2.217)
H (-0.926, -1.906, 0.645)

Cartesian forces (eV/Å) of the 2 atoms listed first:
-0.220 1.367 0.731
0.452 0.456 -0.313

***

No. 4
A single C3H7NOS molecule, computed with ωB97M-V/def2-TZVPD.

The calculation puts the HOMO energy (spin up / spin down) at -0.2961 / -0.2960 hartree. The orbital gap (spin up / spin down) is 8.284 / 8.282 eV. The net charge is 0. The value obtained for the total energy is -646.53023 a.u. As for the spin multiplicity: 1. Its energy above the lowest of the compared OMol25 structures with the same formula, charge and spin is 477.2 kJ/mol.

Cartesian coordinates (Å):
C (-0.860, -0.128, 0.606)
C (-0.579, 1.245, -0.152)
C (0.521, -0.908, 0.366)
N (0.585, 1.839, 0.415)
O (2.631, -0.350, -0.878)
S (1.910, 0.311, 0.513)
H (-0.936, 0.179, 1.724)
H (-1.804, -0.704, 0.485)
H (-0.599, 0.948, -1.264)
H (-1.331, 1.904, 0.233)
H (0.802, -1.749, 1.105)
H (0.560, -1.217, -0.740)
H (3.495, -0.157, -1.068)

Cartesian forces (eV/Å) of the 2 atoms listed first:
1.650 0.590 2.308
0.047 -2.809 0.071

***

No. 5
2 unconnected molecules or ions with the total composition C3H7NOS, computed with ωB97M-V/def2-TZVPD.

The calculation puts the HOMO energy at -0.3311 hartree. The orbital gap is 5.741 eV. The net charge is 0. The value obtained for the total energy is -646.44917 a.u. As for the spin multiplicity: 1. Its energy above the lowest of the compared OMol25 structures with the same formula, charge and spin is 690.0 kJ/mol.

Cartesian coordinates (Å):
C (-0.493, 0.266, -0.479)
C (-1.474, -1.180, -0.122)
S (2.630, -0.664, 0.013)
C (-1.906, 0.594, -0.459)
N (0.351, 0.687, 0.505)
O (-2.586, 1.019, 0.471)
H (-1.037, -1.996, -0.666)
H (-2.201, 0.981, -1.453)
H (-1.179, -1.287, 0.927)
H (-2.520, -1.458, -0.110)
H (-0.123, 0.095, -1.472)
H (0.241, 0.401, 1.465)
H (1.344, 0.676, 0.263)

Cartesian forces (eV/Å) of the 2 atoms listed first:
-3.016 -1.602 -0.039
1.817 -2.281 0.891

***

No. 6
A single C3H7NOS molecule, computed with ωB97M-V/def2-TZVPD.

The calculation puts the HOMO energy at -0.3302 hartree. The orbital gap is 9.799 eV. The net charge is 0. The value obtained for the total energy is -646.60573 a.u. As for the spin multiplicity: 1. Its energy above the lowest of the compared OMol25 structures with the same formula, charge and spin is 278.9 kJ/mol.

Cartesian coordinates (Å):
C (-0.735, 0.599, -0.008)
C (0.098, -0.030, -0.838)
C (-2.195, 0.544, -0.118)
N (2.162, -1.466, 0.288)
O (1.966, 1.155, 0.721)
S (1.991, 0.149, -0.347)
H (-0.448, 0.958, 0.931)
H (0.123, -0.341, -1.834)
H (-2.566, 1.592, -0.241)
H (-2.467, -0.104, -0.818)
H (-2.682, 0.332, 0.781)
H (3.138, -1.699, 0.362)
H (1.614, -1.690, 1.121)

Cartesian forces (eV/Å) of the 2 atoms listed first:
-0.089 -2.200 -1.164
2.903 1.844 2.531

***

No. 7
A single C3H7NOS molecule, computed with ωB97M-V/def2-TZVPD.

The SMILES is NC(=O)CCS. The calculation puts the HOMO energy at -0.3340 hartree. The orbital gap is 9.682 eV. The net charge is 0. The value obtained for the total energy is -646.65739 a.u. As for the spin multiplicity: 1. Its energy above the lowest of the compared OMol25 structures with the same formula, charge and spin is 143.3 kJ/mol.

Cartesian coordinates (Å):
N (1.452, 1.841, -1.526)
C (0.554, 0.877, -1.289)
O (-0.027, 0.213, -2.234)
C (0.555, 0.290, 0.163)
C (-0.854, -0.256, 0.390)
S (-0.800, -1.414, 2.100)
H (1.583, 2.401, -2.366)
H (1.797, 2.392, -0.707)
H (1.280, -0.455, 0.023)
H (0.716, 1.013, 1.003)
H (-1.116, -1.010, -0.461)
H (-1.608, 0.523, 0.702)
H (-1.322, -2.304, 1.177)

Cartesian forces (eV/Å) of the 2 atoms listed first:
1.102 2.535 1.544
-1.300 -3.281 -2.980

***

No. 8
A single C3H7NOS molecule, computed with ωB97M-V/def2-TZVPD.

The SMILES is COC/C=N/S. The calculation puts the HOMO energy at -0.3299 hartree. The orbital gap is 9.934 eV. The net charge is 0. The value obtained for the total energy is -646.61398 a.u. As for the spin multiplicity: 1. Its energy above the lowest of the compared OMol25 structures with the same formula, charge and spin is 257.3 kJ/mol.

Cartesian coordinates (Å):
C (1.095, -1.185, 1.887)
O (0.280, -0.092, 1.343)
C (0.089, -0.321, -0.042)
C (-0.890, 0.711, -0.637)
N (-0.730, 1.125, -1.815)
S (-1.804, 2.202, -2.593)
H (1.778, -0.750, 2.630)
H (0.469, -1.827, 2.508)
H (1.625, -1.791, 1.074)
H (-0.361, -1.303, -0.082)
H (1.019, -0.324, -0.635)
H (-1.540, 1.117, 0.048)
H (-1.031, 2.439, -3.686)

Cartesian forces (eV/Å) of the 2 atoms listed first:
-0.145 0.488 -0.212
1.286 -0.731 -0.006

***

No. 9
A single C3H7NOS molecule, computed with ωB97M-V/def2-TZVPD.

The SMILES is O=CNCCS. The calculation puts the HOMO energy at -0.3446 hartree. The orbital gap is 10.142 eV. The net charge is 0. The value obtained for the total energy is -646.66464 a.u. As for the spin multiplicity: 1. Its energy above the lowest of the compared OMol25 structures with the same formula, charge and spin is 124.3 kJ/mol.

Cartesian coordinates (Å):
O (-3.378, 0.350, 0.492)
C (-2.280, -0.018, 0.136)
N (-1.009, 0.676, 0.274)
C (0.241, -0.097, 0.445)
C (1.256, 0.373, -0.707)
S (2.418, -1.087, -1.137)
H (-2.109, -1.053, -0.265)
H (-1.217, 1.419, 0.871)
H (-0.117, -1.123, 0.287)
H (0.635, -0.109, 1.446)
H (1.778, 1.293, -0.284)
H (0.775, 0.622, -1.622)
H (3.008, -1.245, 0.064)

Cartesian forces (eV/Å) of the 2 atoms listed first:
1.406 0.345 -0.547
1.471 -0.644 0.605

***

No. 10
2 unconnected molecules or ions with the total composition C3H7NOS2, computed with ωB97M-V/def2-TZVPD.

The SMILES is C[C@H]1SC1=O.NS. The calculation puts the HOMO energy at -0.3272 hartree. The orbital gap is 9.521 eV. The net charge is 0. The value obtained for the total energy is -1044.79114 a.u. As for the spin multiplicity: 1. Its energy above the lowest of the compared OMol25 structures with the same formula, charge and spin is 292.1 kJ/mol.

Cartesian coordinates (Å):
C (0.343, -1.607, 0.654)
C (-0.684, -1.201, -0.413)
S (-2.277, -0.357, -0.142)
C (-0.991, 0.100, -1.105)
O (-0.619, 0.832, -1.921)
H (0.748, -2.620, 0.429)
H (-0.375, -1.667, 1.456)
H (0.994, -0.768, 0.836)
H (-0.882, -2.031, -1.037)
N (0.340, 1.533, 0.655)
S (1.640, 2.192, -0.283)
H (-0.167, 2.351, 1.016)
H (0.808, 1.025, 1.426)
H (1.122, 2.218, -1.572)

Cartesian forces (eV/Å) of the 2 atoms listed first:
-1.870 0.400 -0.514
0.854 0.090 -0.987

***

No. 11
A single C3H7NOS2 molecule, computed with ωB97M-V/def2-TZVPD.

The SMILES is N[C@H](CS)C(O)=S. The calculation puts the HOMO energy at -0.3296 hartree. The orbital gap is 8.817 eV. The net charge is 0. The value obtained for the total energy is -1044.77957 a.u. As for the spin multiplicity: 1. Its energy above the lowest of the compared OMol25 structures with the same formula, charge and spin is 322.4 kJ/mol.

Cartesian coordinates (Å):
N (1.086, -0.609, -0.755)
C (-0.131, -0.764, -0.062)
C (-0.875, 0.451, -0.601)
S (-0.198, 2.043, -0.994)
C (-0.031, -0.640, 1.485)
O (-0.088, 0.656, 1.955)
S (0.143, -1.927, 2.593)
H (1.798, -0.178, 0.040)
H (1.466, -1.668, -0.658)
H (-0.522, -1.625, -0.476)
H (-1.353, 0.249, -1.642)
H (-1.790, 0.977, -0.039)
H (0.630, 1.882, -2.003)
H (-0.134, 1.153, 1.156)

Cartesian forces (eV/Å) of the 2 atoms listed first:
6.565 -3.128 3.180
-0.844 3.754 1.556

***

No. 12
A single C3H7NOS2 molecule, computed with ωB97M-V/def2-TZVPD.

The calculation puts the HOMO energy (spin up / spin down) at -0.2978 / -0.3088 hartree. The orbital gap (spin up / spin down) is 7.523 / 8.039 eV. The net charge is 0. The value obtained for the total energy is -1044.74050 a.u. As for the spin multiplicity: 1. Its energy above the lowest of the compared OMol25 structures with the same formula, charge and spin is 425.0 kJ/mol.

Cartesian coordinates (Å):
C (0.682, -0.319, -0.281)
C (-0.227, -0.127, 0.974)
C (0.218, 0.708, -1.267)
N (-1.482, -0.686, 0.562)
O (-1.177, -0.679, -2.816)
S (-2.713, -0.006, 1.454)
S (-1.389, 0.462, -1.941)
H (1.796, -0.140, -0.056)
H (0.476, -1.417, -0.425)
H (0.314, -0.814, 1.760)
H (-0.290, 0.788, 1.524)
H (0.136, 1.689, -0.813)
H (0.858, 0.760, -2.120)
H (-3.821, -0.974, 1.085)

Cartesian forces (eV/Å) of the 2 atoms listed first:
0.588 0.151 2.302
2.291 -2.806 0.875

***

no.,M (g mol⁻¹)
1,153.16
2,137.09
3,105.16
4,105.16
5,105.16
6,105.16
7,105.16
8,105.16
9,105.16
10,137.23
11,137.23
12,137.23